Record 1
Entry from OMol25: a molecular structure, C33H47BMnN4O2P2 in a non-equilibrium geometry (wB97M-V/def2-TZVPD).

The geometry in ORCA input format:
```
! RIJCOSX wB97M-V def2-TZVPD def2/J DEFGRID3
* xyz 0 6
Mn 0.0258 2.4127 -0.5619
C 1.3204 2.2753 1.9946
C 1.5033 1.5222 0.8314
C 1.0178 0.0727 0.7974
C -0.2703 -0.2328 0.0305
C -1.3705 0.8177 0.0718
C -1.6325 1.5742 1.1976
C -1.0727 1.3202 2.5446
C 0.2721 2.0227 2.9741
C -1.4001 3.6234 -1.1579
H 2.1177 2.9619 2.2682
H 2.3764 1.7436 0.1893
H 0.8795 -0.2690 1.8344
H 1.8297 -0.5523 0.3682
H -0.0224 -0.4613 -1.0186
H -0.6658 -1.1715 0.4535
H -2.0469 0.7598 -0.8021
H -2.4066 2.3433 1.1224
H -0.9651 0.2395 2.7273
H -1.8213 1.6574 3.2798
H 0.0320 2.9802 3.4570
H 0.7267 1.4230 3.7809
H -2.2159 3.8499 -0.4579
H -1.7577 2.9294 -1.9272
H -0.9797 4.5272 -1.6297
P -2.0087 -2.5501 -1.7052
P 1.7732 -2.7680 -0.7263
N -3.4419 -3.1268 -0.8415
N -2.4539 -3.4336 -3.2513
N 1.5988 -3.6874 0.7914
N 3.2717 -3.6304 -1.2395
C -0.8706 -3.8496 -1.0473
C 0.5421 -3.7763 -1.6689
C -4.4820 -2.2635 -0.4863
C -5.5357 -2.9992 0.0367
C -5.1718 -4.3762 -0.0454
C -3.8869 -4.4328 -0.5937
C -2.5365 -2.7829 -4.4874
C -2.8650 -3.7071 -5.4731
C -3.0013 -4.9775 -4.8335
C -2.7281 -4.7860 -3.4807
C 1.2970 -2.9977 1.9750
C 1.1067 -3.8832 3.0074
C 1.2856 -5.2001 2.4664
C 1.5264 -5.0542 1.1065
C 3.9042 -4.8008 -0.7957
C 4.8132 -5.2181 -1.7596
C 4.7945 -4.2446 -2.8125
C 3.8508 -3.2913 -2.4750
H -1.3082 -4.8536 -1.2386
H -0.7994 -3.7217 0.0499
H 0.9481 -4.8030 -1.7377
H 0.4948 -3.3318 -2.6762
H -4.3496 -1.2039 -0.6435
H -6.4408 -2.6088 0.4534
H -5.7620 -5.2172 0.2715
H -3.2883 -5.2850 -0.8138
H -2.3544 -1.7180 -4.5417
H -2.9960 -3.4939 -6.5288
H -3.2776 -5.9097 -5.3046
H -2.7174 -5.5202 -2.6846
H 1.3062 -1.9251 1.9877
H 0.8738 -3.5978 4.0325
H 1.2585 -6.1176 3.0461
H 1.7255 -5.8286 0.3772
H 3.7009 -5.2329 0.1753
H 5.4145 -6.1086 -1.7203
H 5.4062 -4.2492 -3.6961
H 3.5385 -2.3840 -2.9808
C -0.4858 7.3672 0.8041
C 0.8592 6.6335 0.6575
C 1.9056 7.6118 0.1452
O 0.7285 5.5781 -0.3051
B 0.3629 4.3839 0.4129
O 0.4148 4.6694 1.8031
C 1.2269 5.8482 1.9561
C 2.6979 5.4616 1.9958
C 0.9032 6.5225 3.2705
H -0.3197 8.2899 1.3786
H -1.2609 6.7729 1.3170
H -0.8856 7.6570 -0.1782
H 1.5416 8.0328 -0.7981
H 2.0971 8.4502 0.8323
H 2.8557 7.0944 -0.0358
H 3.3160 6.3437 2.2011
H 2.8692 4.7540 2.8131
H 3.0188 5.0192 1.0442
H -0.1546 6.7884 3.3465
H 1.1778 5.8629 4.1034
H 1.5024 7.4371 3.3808
*
```

The calculation puts the LUMO energy (alpha / beta) at -0.37 / -0.30 eV. The relative energy (zero: lowest compared OMol25 entry of this formula, charge and spin) comes out at 0.000 eV. As for the expectation value of S²: 8.86. The value obtained for the strongest force on any atom is 3.5 eV/A. For the HOMO-LUMO gap (alpha / beta), the calculation gives 4.06 / 7.45 eV. For the HOMO energy (alpha / beta), the calculation gives -4.429 / -7.745 eV.

These are the Mulliken partial charges, in e, on atoms 1 to 8: number 1, Mn, carries 0.2660; number 2, C, carries 0.1230; number 3, C, carries -1.5257; number 4, C, carries -0.2101; number 5, C, carries 0.8032; number 6, C, carries -1.1769; number 7, C, carries -0.4416; number 8, C, carries -1.1011

---

Record 2
Entry from OMol25: a molecular structure, C33H47MoN2O6PSbSeSi3 (wB97M-V/def2-TZVPD).

The geometry in ORCA input format:
```
! RIJCOSX wB97M-V def2-TZVPD def2/J DEFGRID3
* xyz 1 1
Mo -0.3474 0.7413 -0.2730
O 0.9785 -0.4622 0.2651
N 1.6760 -1.4340 0.8523
N 1.2570 -1.5775 2.0515
O 0.3751 -0.8852 2.5968
C 1.8423 -2.6860 2.7763
C 1.8429 -2.6220 4.1577
C 2.3949 -3.6726 4.8714
C 2.9221 -4.7688 4.2015
C 2.8948 -4.8208 2.8138
C 2.3502 -3.7761 2.0861
H 1.4053 -1.7679 4.6541
H 2.4087 -3.6379 5.9519
H 3.3481 -5.5894 4.7626
H 3.2917 -5.6826 2.2950
H 2.3034 -3.8058 1.0074
C -5.0736 -1.4240 -3.8734
C -4.1744 -2.4815 -3.9476
C -2.9324 -2.3737 -3.3471
C -2.5804 -1.2010 -2.6744
C -3.4827 -0.1453 -2.6019
C -4.7298 -0.2616 -3.2026
P -0.9549 -1.1107 -1.8905
C 0.2889 -1.2146 -3.2048
C -0.0580 -1.0237 -4.5377
C 0.9233 -1.0284 -5.5178
C 2.2537 -1.2128 -5.1733
C 2.6069 -1.3969 -3.8423
C 1.6299 -1.3972 -2.8590
C -0.8009 -2.6566 -0.9399
C -0.1106 -3.7734 -1.3994
C -0.0175 -4.9096 -0.6048
C -0.6076 -4.9352 0.6500
C -1.3035 -3.8257 1.1132
C -1.4002 -2.6940 0.3202
H -6.0454 -1.5100 -4.3411
H -4.4436 -3.3893 -4.4703
H -2.2348 -3.2013 -3.3978
H -3.2124 0.7678 -2.0921
H -5.4299 0.5611 -3.1483
H -1.0902 -0.8485 -4.8101
H 0.6457 -0.8780 -6.5524
H 3.0167 -1.2123 -5.9404
H 3.6437 -1.5423 -3.5686
H 1.9153 -1.5504 -1.8257
H 0.3577 -3.7595 -2.3750
H 0.5163 -5.7768 -0.9713
H -0.5303 -5.8203 1.2677
H -1.7702 -3.8433 2.0893
H -1.9535 -1.8325 0.6845
O -0.7777 1.7339 -3.4361
Se -0.2747 2.4282 -2.0669
O -1.4606 5.1809 -0.8713
O -1.6034 1.9493 -0.7444
O 1.8462 3.7455 0.0445
C 3.6705 1.4854 3.2507
Si 2.3882 2.8205 3.4751
C 1.2776 2.4070 4.9143
C 3.1310 4.5344 3.5819
Sb 0.8088 2.7997 1.4410
Si -0.7932 4.7939 1.8073
C -0.7059 5.7688 0.1923
C -0.2702 5.8966 3.2182
C -2.4993 4.0876 2.0651
Si 3.2799 3.4163 -0.7123
C 4.7117 4.1138 0.2574
C 3.1855 4.2167 -2.3928
C 3.4919 1.5654 -0.9007
H 4.3373 1.4690 4.1167
H 4.2854 1.6340 2.3621
H 3.1814 0.5103 3.1775
H 1.8592 2.4243 5.8397
H 0.8530 1.4067 4.8031
H 0.4578 3.1192 5.0254
H 4.2072 4.4665 3.7544
H 2.6910 5.0864 4.4144
H 2.9794 5.1114 2.6691
H 0.3296 5.7972 -0.1518
H -1.0069 6.8088 0.3722
H -2.3873 5.1335 -0.6145
H 0.6905 6.3749 3.0227
H -0.2016 5.3609 4.1664
H -1.0176 6.6855 3.3378
H -2.7778 3.4189 1.2489
H -3.2373 4.8924 2.1234
H -2.5552 3.5263 3.0001
H 4.5784 5.1783 0.4610
H 5.6281 3.9998 -0.3274
H 4.8664 3.6049 1.2120
H 2.8358 5.2480 -2.3148
H 2.5100 3.6841 -3.0675
H 4.1678 4.2321 -2.8705
H 3.3657 1.0309 0.0455
H 4.4912 1.3287 -1.2745
H 2.7709 1.1534 -1.6140
*
```

The calculation puts the LUMO energy at -3.73 eV. The relative energy (zero: lowest compared OMol25 entry of this formula, charge and spin) comes out at 0.000 eV. The value obtained for the strongest force on any atom is 0.6 eV/A. For the HOMO-LUMO gap, the calculation gives 6.96 eV. For the HOMO energy, the calculation gives -10.688 eV.

These are the Mulliken partial charges, in e, on atoms 1 to 8: number 1, Mo, carries 0.2235; number 2, O, carries 0.6860; number 3, N, carries -1.3059; number 4, N, carries 1.6018; number 5, O, carries -0.6694; number 6, C, carries 0.0627; number 7, C, carries -0.6289; number 8, C, carries -0.5740

---

Record 3
Entry from OMol25: 11 unconnected molecules or ions with the total composition C33H48F6O33 in a non-equilibrium geometry (wB97M-V/def2-TZVPD).

The geometry in ORCA input format:
```
! RIJCOSX wB97M-V def2-TZVPD def2/J DEFGRID3
* xyz 1 2
C 6.6343 -2.3550 -0.8441
C 5.4184 -2.8422 -0.1478
O 5.8056 -3.2764 1.1293
C 7.0947 -2.6976 1.3447
O 7.6656 -2.6838 2.3914
O 7.5760 -2.1856 0.1581
F 4.9115 -3.8758 -0.8002
H 6.3720 -1.4368 -1.3698
H 7.1182 -2.9796 -1.5950
H 4.6246 -2.1010 -0.0547
C -5.8509 1.6117 2.5762
C -6.5044 1.3225 1.2394
O -5.8251 0.2024 0.8060
C -4.5569 0.2528 1.4226
O -3.6283 -0.4683 1.0790
O -4.4855 1.2664 2.2683
F -6.3481 2.3324 0.3103
H -6.1953 0.9440 3.3659
H -5.6778 2.6323 2.9174
H -7.5893 1.2874 1.3388
C 1.0033 2.3471 -5.9776
C 0.3403 3.4719 -5.1967
O 0.5416 3.1297 -3.8063
C 0.6531 1.7821 -3.7262
O 0.5801 0.9931 -2.7556
O 0.7230 1.3892 -5.0281
F -0.9354 3.7063 -5.4354
H 2.0599 2.4743 -6.2130
H 0.4618 2.0506 -6.8760
H 1.0491 4.2751 -5.3981
C -4.6349 1.9501 -4.0364
C -5.4245 2.5768 -2.8959
O -4.3884 2.8667 -1.9640
C -3.3411 1.9340 -2.2237
O -2.3873 1.7223 -1.5124
O -3.6102 1.3499 -3.3249
F -6.2846 1.5963 -2.4334
H -4.1552 2.6592 -4.7111
H -5.1542 1.1438 -4.5546
H -5.9987 3.4183 -3.2835
C -0.5973 0.3002 0.5606
C 0.4874 1.3732 0.7360
O 1.6899 0.5942 0.8394
C 1.3826 -0.7419 0.9258
O 2.2397 -1.6436 1.0496
O 0.1143 -0.8881 0.8249
F 0.3538 2.1013 1.8322
H -0.9469 0.2889 -0.4718
H -1.4272 0.3702 1.2638
H 0.5640 2.1138 -0.0601
C 4.9655 -4.1697 4.4128
C 3.6353 -4.2798 3.7193
O 2.6280 -4.5765 4.6116
C 3.2432 -4.7543 5.8255
O 2.6608 -5.0380 6.9046
O 4.6032 -4.6733 5.7129
F 3.6782 -5.2708 2.8168
H 5.1775 -3.1153 4.5903
H 5.8110 -4.6379 3.9089
H 3.3136 -3.4167 3.1365
C -1.2446 4.8098 0.4689
O -2.1598 5.9077 0.7005
C -2.3066 6.8204 -0.1914
O -1.9071 6.8016 -1.3283
O -2.8796 7.8933 0.4159
C -2.9308 9.1520 -0.1912
H -0.2652 5.2878 0.4915
H -1.1774 4.3565 -0.5201
H -1.2769 4.0891 1.2860
H -2.6765 9.0602 -1.2472
H -2.2744 9.7535 0.4376
H -3.9832 9.4338 -0.1600
C 2.8977 -6.4412 -1.8503
O 2.7622 -5.8759 -3.1168
C 2.2582 -4.6705 -3.3413
O 1.8348 -4.3175 -4.4100
O 2.2405 -3.9221 -2.2161
C 1.4859 -2.7695 -2.2287
H 3.4187 -5.6841 -1.2642
H 3.5635 -7.3012 -1.9224
H 1.9535 -6.8593 -1.5012
H 1.5292 -2.2769 -3.2001
H 1.9315 -2.0856 -1.5064
H 0.4618 -2.9589 -1.9071
C 5.0884 7.0801 5.4322
O 4.3718 6.2440 4.4664
C 3.0562 5.9657 4.5558
O 2.2603 6.2228 5.4843
O 2.6550 5.3394 3.4169
C 1.3803 4.8665 3.2337
H 4.6206 7.9695 5.8544
H 5.9632 7.4794 4.9190
H 5.4485 6.4726 6.2625
H 0.7133 5.6929 3.4790
H 1.0380 3.8913 3.5801
H 1.1810 4.8397 2.1625
C -4.1262 -3.6504 1.8127
O -2.8349 -3.7149 1.2668
C -1.7491 -4.1192 2.0342
O -1.8590 -4.7293 3.1286
O -0.5997 -3.8668 1.3171
C 0.6482 -4.3917 1.6843
H -4.2019 -3.2634 2.8288
H -4.5743 -4.6416 1.8830
H -4.8169 -3.0724 1.1987
H 0.5739 -5.2695 2.3262
H 1.2486 -3.5928 2.1195
H 1.2724 -4.6498 0.8288
C -1.8468 -5.0081 -4.7267
O -1.5601 -3.9312 -3.8846
C -2.2930 -3.8093 -2.7177
O -3.1236 -4.6349 -2.1826
O -2.1154 -2.5840 -2.4244
C -2.9722 -1.9135 -1.5222
H -2.0101 -5.9747 -4.2503
H -1.0642 -5.2788 -5.4356
H -2.7246 -4.9282 -5.3680
H -3.6095 -2.4788 -0.8422
H -3.6347 -1.1937 -2.0029
H -2.2927 -1.2926 -0.9384
*
```

The calculation puts the LUMO energy (alpha / beta) at -3.68 / -9.65 eV. The relative energy (zero: lowest compared OMol25 entry of this formula, charge and spin) comes out at 0.727 eV. As for the expectation value of S²: 0.76. The value obtained for the strongest force on any atom is 5.5 eV/A. For the HOMO-LUMO gap (alpha / beta), the calculation gives 8.23 / 2.25 eV. For the HOMO energy (alpha / beta), the calculation gives -11.908 / -11.908 eV.

These are the Mulliken partial charges, in e, on atoms 1 to 8: number 1, C, carries -0.4919; number 2, C, carries 0.6854; number 3, O, carries -0.1929; number 4, C, carries 0.5064; number 5, O, carries -0.4846; number 6, O, carries -0.3339; number 7, F, carries -0.3137; number 8, H, carries 0.3067